{"formula": "C6H11N", "method": "wB97M-V/def2-TZVPD", "species": ["H", "H", "H", "C", "N", "H", "H", "H", "H", "C", "C", "H", "H", "C", "C", "C", "H", "H"], "positions_angstrom": [[0.4728, 1.5634, -1.3166], [0.5926, 1.2905, 1.3655], [-1.4239, 0.3562, 2.5979], [0.3116, 0.4761, -1.2984], [2.4307, -1.2436, 0.9805], [-0.5898, -1.0541, -2.5337], [0.4968, 0.0060, -3.4300], [-1.1066, 0.5836, -2.9776], [1.2983, 0.0139, -1.1622], [-0.5008, -0.2197, 2.4773], [-0.2576, -0.0145, -2.6313], [0.0926, -0.1200, 3.3915], [-0.8930, -0.9183, -0.1346], [1.5043, -0.5652, 1.1233], [-0.5295, 0.1167, -0.0667], [0.2793, 0.2454, 1.2425], [-0.7609, -1.2759, 2.3604], [-1.4167, 0.7594, 0.0120]], "mulliken_charge": [0.2645, 0.2526, 0.3737, -0.3612, -0.4797, 0.3232, 0.3549, 0.3086, 0.3503, -1.4899, -1.2494, 0.3936, 0.3192, 0.1661, -0.8111, 0.5672, 0.3460, 0.3715], "e_tot_ha": -289.9672, "smiles": "CCC[C@@H](C)C#N", "max_force_ev_per_a": 1.1, "gap_ev": 12.3, "lumo_ev": 0.96, "charge": 0}



{"formula": "CH3ClFN", "method": "wB97M-V/def2-TZVPD", "species": ["H", "Cl", "H", "C", "N", "H", "F"], "positions_angstrom": [[0.4009, -0.7869, 0.1564], [-1.5256, 1.5787, -1.7952], [0.6338, 0.8761, -0.2176], [-0.1690, 0.0895, -0.1729], [-1.0292, -0.0557, -1.2965], [-0.8351, 0.2621, 0.5924], [-0.3143, -0.4940, -2.4391]], "mulliken_charge": [0.3053, -0.0804, 0.2943, -0.6318, -0.0282, 0.3199, -0.1791], "e_tot_ha": -654.5932, "smiles": "CN(F)Cl", "max_force_ev_per_a": 3.4, "gap_ev": 10.9, "lumo_ev": 0.49, "charge": 0}



{"formula": "C4H5NO", "method": "wB97M-V/def2-TZVPD", "species": ["H", "C", "H", "C", "H", "N", "H", "C", "C", "H", "O"], "positions_angstrom": [[-1.1354, -0.6851, -1.6357], [-0.8573, -1.3943, 0.3372], [-0.9454, -2.3917, -0.1138], [-1.0144, 1.0010, -0.2291], [-0.4352, -1.4357, 1.3059], [1.7078, 1.6287, 0.4343], [2.1420, 2.1960, 1.2609], [1.0205, 1.3276, -0.4432], [-0.9738, -0.4087, -0.5460], [-1.1103, 1.7128, -1.2401], [-1.0328, 1.4597, 0.8941]], "mulliken_charge": [0.2690, -0.6727, 0.2483, 0.2518, 0.2892, -0.1977, 0.3453, -0.1075, -0.1466, 0.2345, -0.5136], "e_tot_ha": -285.2667, "max_force_ev_per_a": 4.7, "gap_ev": 9.7, "lumo_ev": 0.23, "charge": 0}



{"formula": "C18H29ClF4NO6", "method": "wB97M-V/def2-TZVPD", "species": ["O", "H", "H", "C", "C", "F", "H", "C", "O", "C", "F", "H", "C", "C", "H", "H", "C", "H", "C", "C", "C", "C", "C", "H", "H", "H", "H", "F", "H", "O", "H", "H", "H", "H", "H", "H", "H", "O", "H", "O", "C", "H", "H", "C", "H", "H", "C", "Cl", "C", "H", "C", "H", "N", "F", "H", "O", "H", "C", "H"], "positions_angstrom": [[3.2026, 1.5757, 1.3203], [2.8659, -1.7205, 4.2708], [1.2770, 2.2570, -0.0843], [-0.5220, 1.1329, -0.5558], [1.8682, -3.8346, -0.7716], [-6.4606, 4.0840, -3.7314], [1.4916, -3.2124, 1.1886], [4.4034, 1.2991, 0.7742], [-6.5959, 1.1516, -4.0629], [3.0041, -0.4345, 0.3226], [-6.0780, 3.6980, -1.6377], [-7.9064, 2.2571, -2.9238], [3.1080, -1.9571, 0.3710], [0.8123, -1.1695, 4.1238], [3.6033, -2.2295, 1.3016], [2.6005, 1.1135, -1.1863], [-5.7033, 0.2399, -1.5088], [0.9398, -4.4011, -0.7340], [3.7643, -0.3486, -2.0876], [2.8721, -0.0829, 2.9390], [2.2082, -1.3499, 3.4829], [0.9479, 0.7586, 1.5300], [-4.5234, 0.9742, -0.8793], [-3.8497, 0.2647, -0.4080], [-0.0919, 2.5254, 0.9478], [0.3614, -0.1556, 1.4209], [4.3068, -0.9794, -3.7277], [0.7088, -1.9119, -0.1027], [0.6052, -0.1642, 4.4703], [4.3997, -0.0308, 0.4829], [-1.6731, -0.0843, 0.4186], [1.9652, -3.4364, -1.7800], [-5.3956, -0.3180, -2.4000], [2.6802, -4.5030, -0.4904], [0.0630, -1.4062, 3.3658], [2.1377, -2.1490, 2.7539], [-4.8639, 1.6927, -0.1321], [-6.8373, 1.0337, -1.7589], [3.9321, -0.3060, 2.8462], [5.2517, 2.0396, 0.6141], [0.4737, 1.7454, 0.4426], [0.6681, 1.1677, 2.4911], [-6.0434, -0.5083, -0.7814], [2.4214, 0.3571, 1.5091], [4.8188, -0.1771, -1.8735], [3.7646, -2.3246, -0.4121], [1.7821, -2.7198, 0.2616], [2.8006, 1.2695, 4.1051], [-6.0072, 3.1313, -2.8817], [-0.7596, 1.8551, -1.3306], [2.6879, 0.0301, -1.1083], [-0.1275, 0.2075, -0.9714], [3.4499, -0.8252, -3.1962], [-4.6948, 2.9804, -3.1486], [-3.9447, 1.5130, -1.6250], [-1.7307, 0.8412, 0.1531], [0.6661, -1.9138, 4.8997], [-6.8743, 1.8351, -2.9964], [1.7688, -0.3768, -1.5189]], "mulliken_charge": [-0.5748, 0.5384, 0.4752, -0.5154, -1.7328, -0.3001, 0.4559, 0.5814, -0.8804, 1.7633, -0.2942, 0.1559, -2.6982, -1.3415, 0.5055, 0.4855, -0.4777, 0.4446, -0.5887, -0.5325, -0.3076, -0.6704, -0.5919, 0.2118, 0.5385, -0.1115, 0.2756, -0.3170, 0.2966, -0.5005, 0.3474, 0.3879, 0.2960, 0.3849, 0.3138, -0.0388, 0.2208, -0.3372, 0.5704, -0.5013, -1.1236, 0.5809, 0.2989, 1.4404, 0.5071, 0.7361, 0.5544, -0.1420, 0.7070, 0.4280, -0.3908, 0.0968, -0.6364, -0.2672, 0.1681, -0.5410, 0.3912, 0.0946, 0.1605], "e_tot_ha": -2069.1344, "max_force_ev_per_a": 5.7, "gap_ev": 5.1, "lumo_ev": 1.71, "charge": -1}



{"formula": "C5H8O", "method": "wB97M-V/def2-TZVPD", "species": ["H", "C", "C", "H", "H", "H", "H", "H", "H", "O", "C", "C", "H", "C"], "positions_angstrom": [[1.2296, -1.8980, -0.5909], [1.1917, 1.4875, 0.0487], [0.0483, 1.7259, -0.5628], [-1.0543, 0.2803, 1.4045], [0.9847, -1.1360, 1.0178], [-1.0264, -1.1354, -1.3367], [-0.0738, -2.4682, 0.4903], [-2.2850, 0.4749, 0.0339], [2.0195, 1.9907, -0.4267], [-0.7989, 2.1310, -1.2618], [-0.6798, -0.8360, -0.3485], [0.4896, -1.5949, 0.1565], [1.3296, 0.9584, 0.9786], [-1.3748, 0.0195, 0.3970]], "mulliken_charge": [0.2893, -1.0096, 0.8936, 0.3285, 0.2651, 0.3062, 0.3231, 0.3606, 0.2697, -0.3983, 0.0921, -0.9706, 0.2615, -1.0114], "e_tot_ha": -270.4655, "smiles": "C=C=O.C=CC", "max_force_ev_per_a": 1.2, "gap_ev": 9.9, "lumo_ev": 1.05, "charge": 0}



{"formula": "BrClH2O2Si", "method": "wB97M-V/def2-TZVPD", "species": ["H", "H", "Si", "Cl", "O", "Br", "O"], "positions_angstrom": [[-1.5890, 0.3603, -1.6282], [1.6568, 1.2158, 1.3217], [-0.1173, -0.0043, 0.1995], [1.4887, -1.3539, -1.3347], [0.9144, 0.6146, 1.2785], [-1.4266, -1.4666, 1.1285], [-0.9269, 0.6341, -0.9652]], "mulliken_charge": [0.3710, 0.3612, 0.6565, -0.4740, -0.4073, -0.1455, -0.3620], "e_tot_ha": -3475.5229, "smiles": "O[Si](O)(Cl)Br", "max_force_ev_per_a": 4.5, "gap_ev": 9.7, "lumo_ev": -0.24, "charge": 0}



{"formula": "C31H29F6GaO5P2Se", "method": "wB97M-V/def2-TZVPD", "species": ["C", "C", "F", "O", "C", "C", "H", "H", "C", "C", "C", "H", "O", "Ga", "H", "H", "C", "C", "C", "H", "C", "H", "H", "C", "C", "F", "H", "H", "H", "H", "H", "P", "O", "C", "C", "H", "H", "O", "Se", "C", "C", "O", "C", "H", "C", "C", "H", "H", "C", "C", "H", "H", "C", "H", "C", "P", "F", "H", "H", "C", "H", "C", "H", "C", "C", "F", "H", "H", "C", "C", "F", "F", "C", "H", "H"], "positions_angstrom": [[1.9876, 3.1230, -4.3844], [1.2013, 2.4475, 5.2466], [-3.8228, -1.5165, 0.0450], [-2.1435, 0.8076, 0.1189], [2.8071, -0.5656, -0.6385], [0.0181, 0.5833, 6.1937], [-2.4896, -4.8684, 3.0573], [-2.7921, 2.5173, -1.6814], [-2.2356, -0.4895, -1.9080], [-0.4025, -1.6862, 2.4021], [3.2798, 1.1541, -4.8289], [1.6400, 4.1046, -4.6746], [2.4351, 1.9484, -0.1483], [-0.3413, 1.0899, 0.2671], [-0.3448, -3.3833, -4.1029], [0.9622, 3.1922, -2.5198], [2.8304, 2.4052, -5.2187], [-2.0874, -2.2286, -3.6471], [-0.6351, -2.4983, -3.5466], [2.8186, 0.3747, 1.9562], [-0.5196, -4.0465, 2.8669], [-3.9071, -1.3104, -3.1673], [-3.6200, -2.7124, 2.6298], [-3.5574, 1.7495, -1.6377], [-2.5405, -2.7677, 2.6397], [-0.0900, -1.3132, -0.7213], [-2.2988, -0.6911, 2.1786], [2.9938, -1.2719, -1.4488], [-0.4221, 0.0861, 7.0473], [-4.3943, 2.1389, -1.0610], [2.5488, -1.1341, 2.8063], [1.5008, 0.5934, -1.1961], [0.0855, 2.8749, 0.6430], [-1.7942, -1.6276, 2.3917], [2.8840, 0.6237, -3.6108], [-0.5378, -0.9738, 4.8408], [1.8647, -2.1521, 0.4943], [2.3571, 3.7633, 1.7840], [1.6955, 3.3883, 0.3765], [-0.0487, -0.0156, 4.9456], [0.2307, -2.9038, 2.6387], [1.6789, 4.4904, -0.7794], [1.5940, 2.5986, -3.1643], [3.5513, -1.8733, 0.8448], [2.6012, -1.3661, 0.6530], [-1.9049, -3.9774, 2.8740], [3.1393, 2.8214, -6.1682], [-2.5909, -2.8555, -4.3724], [-0.9584, 0.1292, -2.4727], [-2.9843, 0.4941, -0.9750], [-3.9046, 1.5379, -2.6491], [0.6928, 2.2752, 7.3222], [1.1374, 1.8581, 3.9944], [-1.8990, -1.2285, -1.1794], [0.6448, 1.8111, 6.3464], [0.5036, -0.1337, 2.1954], [-5.1576, -0.4398, -1.2732], [3.6946, 0.0620, -0.5409], [1.5506, 2.3905, 3.1453], [-4.1665, -0.2804, -0.3660], [1.6785, 3.4117, 5.3516], [0.5186, 0.6185, 3.8436], [3.2466, -0.3568, -3.3341], [0.3794, -1.8813, -2.9161], [2.0388, 1.3419, -2.7664], [-4.6923, 0.3567, 0.6889], [1.3090, -2.9711, 2.6611], [1.3611, -2.3325, -2.9983], [0.2595, -0.6964, -2.0112], [-2.8443, -1.3536, -2.9745], [-0.9310, 0.2484, -3.8215], [-0.8448, 1.4608, -2.0783], [2.2621, -0.5667, 1.9161], [3.9407, 0.5864, -5.4700], [-0.0206, -4.9891, 3.0461]], "mulliken_charge": [-1.0032, -0.8406, -0.2024, -0.4087, -1.3279, -0.7380, 0.3922, 0.3562, 0.3801, 0.5417, -0.8166, 0.4408, -0.6780, 1.0932, 0.4032, 0.2801, -0.5912, -0.8712, -0.5590, 0.6374, -0.9160, 0.4639, 0.4464, -1.9325, -0.8115, 0.0058, 0.4478, 0.5418, 0.4212, 0.5089, 0.9085, 0.9412, -0.5647, -0.2660, -0.3934, 0.3856, 0.3139, -0.7768, 1.0652, -0.6319, -0.4113, -0.6765, -0.3031, 0.5536, -0.7495, -0.5491, 0.3996, 0.4244, 0.5795, 1.3980, 0.3060, 0.3823, -0.2589, 0.1316, -0.4995, 0.7628, -0.3176, 0.6336, 0.2668, 0.6785, 0.4867, 0.8719, 0.2057, -0.9655, 1.2438, -0.2753, 0.3592, 0.3437, 1.0569, -1.1132, -0.4439, -0.3614, -1.6573, 0.4383, 0.4134], "e_tot_ha": -7182.9707, "max_force_ev_per_a": 0.5, "gap_ev": 8.9, "lumo_ev": 0.00, "charge": 0}



no.,E_HOMO (hartree)
1,-0.4175
2,-0.3820
3,-0.3473
4,-0.1245
5,-0.3247
6,-0.3651
7,-0.3270